Entry 1:
The following is a quantum chemistry calculation of a 16-piece molecular cluster, C16H64N24O16 overall, from OMol25.

Calculated values
- frontier orbital gap (eV) = 8.09

Each line ends with the Löwdin charge.
CARTESIAN COORDINATES (ANGSTROEM)
C  2.81  0.64  0.47  -0.16
O  4.22  0.65  0.59  -0.10
H  2.52  1.65  0.73  0.05
H  2.47  0.40  -0.54  0.04
H  2.29  -0.03  1.15  0.06
H  4.56  -0.18  0.27  0.08
C  3.74  -2.14  -2.28  -0.15
O  2.64  -1.36  -1.93  -0.15
H  3.94  -2.09  -3.35  0.09
H  4.69  -1.81  -1.85  0.08
H  3.48  -3.13  -1.93  0.05
H  1.98  -1.67  -2.55  0.01
C  -0.54  -0.38  0.22  -0.14
O  -0.50  -0.79  1.55  -0.14
H  -0.61  0.69  0.00  0.08
H  0.27  -0.92  -0.26  0.08
H  -1.50  -0.73  -0.16  0.06
H  -1.43  -0.76  1.79  0.02
C  -4.18  -0.42  -1.56  -0.16
O  -3.51  0.79  -1.89  -0.13
H  -4.36  -0.60  -0.50  0.07
H  -5.15  -0.37  -2.06  0.08
H  -3.77  -1.32  -2.02  0.06
H  -3.90  1.48  -1.35  0.02
C  -2.76  -1.33  4.11  -0.76
O  -2.75  -1.08  2.97  0.02
N  -3.75  -1.90  4.76  0.18
N  -1.66  -1.21  4.88  0.20
H  -4.44  -2.15  4.06  0.12
H  -3.51  -2.54  5.50  0.12
H  -0.76  -1.10  4.44  0.10
H  -1.83  -1.33  5.87  0.12
C  2.01  -2.48  3.77  -0.71
O  2.92  -2.67  4.65  -0.05
N  1.51  -3.32  2.94  0.18
N  1.62  -1.24  3.42  0.13
H  1.90  -4.25  2.85  0.13
H  0.74  -2.99  2.37  0.08
H  0.93  -1.15  2.69  0.04
H  2.26  -0.54  3.75  0.11
C  -3.38  2.39  2.18  -0.73
O  -3.08  3.52  1.79  -0.01
N  -4.24  1.57  1.61  0.20
N  -2.93  1.84  3.23  0.21
H  -4.65  1.95  0.77  0.09
H  -4.43  0.67  2.03  0.11
H  -2.21  2.52  3.46  0.14
H  -2.73  0.87  3.06  0.07
C  2.61  2.41  -3.75  -0.68
O  3.49  1.80  -4.44  -0.02
N  1.87  1.84  -2.78  0.13
N  2.14  3.60  -3.93  0.18
H  1.25  2.50  -2.32  0.06
H  2.05  0.94  -2.37  0.08
H  2.44  4.16  -4.71  0.13
H  1.49  4.01  -3.27  0.10
C  4.16  4.94  -0.89  -0.76
O  3.61  5.83  -1.51  0.03
N  5.40  4.94  -0.57  0.15
N  3.68  3.71  -0.61  0.17
H  5.84  5.83  -0.73  0.12
H  5.75  4.14  -0.07  0.11
H  4.22  2.94  -0.23  0.08
H  2.69  3.56  -0.74  0.04
C  1.89  4.73  2.78  -0.67
O  1.33  5.72  2.27  0.01
N  1.87  3.49  2.23  0.16
N  2.51  4.77  3.97  0.15
H  1.54  3.39  1.28  0.05
H  2.50  2.96  2.81  0.10
H  2.72  3.89  4.42  0.10
H  2.45  5.61  4.52  0.11
C  -1.10  -3.83  0.36  -0.64
O  -0.11  -4.34  0.94  -0.03
N  -0.98  -3.28  -0.84  0.19
N  -2.21  -3.46  1.00  0.18
H  -0.17  -3.37  -1.44  0.09
H  -1.74  -2.65  -1.02  0.08
H  -3.11  -3.21  0.61  0.11
H  -2.31  -3.93  1.89  0.12
C  -0.31  3.61  -0.34  -0.72
O  0.85  3.66  -0.66  0.01
N  -1.35  3.19  -1.00  0.21
N  -0.70  4.13  0.81  0.20
H  -2.24  3.11  -0.53  0.07
H  -1.28  2.85  -1.95  0.11
H  0.04  4.40  1.44  0.06
H  -1.68  4.26  1.03  0.06
C  -4.65  4.41  -0.98  -0.76
O  -4.24  3.30  -0.99  0.01
N  -4.41  5.34  -0.10  0.21
N  -5.23  4.80  -2.10  0.17
H  -3.90  4.95  0.69  0.08
H  -4.85  6.25  -0.05  0.13
H  -5.60  4.12  -2.75  0.12
H  -5.54  5.76  -2.14  0.11
C  1.13  -7.61  0.70  -0.72
O  1.86  -8.34  1.41  -0.01
N  -0.17  -7.58  0.59  0.16
N  1.55  -6.40  0.44  0.12
H  -0.73  -8.42  0.67  0.12
H  -0.62  -6.72  0.31  0.09
H  2.55  -6.26  0.38  0.12
H  0.83  -5.70  0.51  0.03
C  -0.35  -0.95  -3.53  -0.71
O  0.69  -1.61  -3.74  0.01
N  -1.47  -1.57  -3.30  0.17
N  -0.47  0.30  -3.27  0.21
H  -1.51  -2.58  -3.34  0.11
H  -2.31  -1.02  -3.41  0.09
H  0.35  0.87  -3.43  0.08
H  -1.36  0.72  -3.06  0.09
C  0.99  -5.09  -3.02  -0.74
O  -0.22  -5.07  -2.84  0.01
N  1.92  -5.01  -2.08  0.16
N  1.60  -5.23  -4.17  0.17
H  1.58  -4.72  -1.18  0.08
H  2.91  -5.13  -2.24  0.11
H  1.07  -5.16  -5.03  0.12
H  2.59  -5.16  -4.33  0.11


Entry 2:
The following is a quantum chemistry calculation of C16H64NaO16 as an isolated structure, from OMol25.

Calculated values
- charge = +1
- frontier orbital gap (eV) = 10.04

Each line ends with the Löwdin charge.
CARTESIAN COORDINATES (ANGSTROEM)
Na  -0.18  0.32  -0.38  0.39
C  -4.19  0.51  3.01  -0.18
O  -5.15  1.44  2.55  -0.10
H  -4.31  -0.50  2.61  0.08
H  -3.16  0.74  2.74  0.04
H  -4.21  0.44  4.10  0.09
H  -6.05  1.12  2.60  0.09
C  -0.60  2.27  2.65  -0.13
O  0.27  1.66  1.73  -0.11
H  -1.26  3.06  2.27  0.09
H  -1.24  1.55  3.17  0.05
H  -0.08  2.73  3.49  0.09
H  1.03  2.25  1.72  0.02
C  -0.32  5.47  -2.00  -0.11
O  0.65  5.12  -1.01  -0.14
H  -1.09  6.05  -1.48  0.09
H  0.14  6.05  -2.80  0.08
H  -0.71  4.59  -2.50  0.08
H  0.74  5.83  -0.37  0.09
C  1.23  -2.01  5.17  -0.14
O  1.10  -2.21  3.76  -0.13
H  0.44  -2.44  5.79  0.07
H  2.13  -2.48  5.56  0.08
H  1.44  -0.96  5.34  0.06
H  0.21  -1.89  3.55  0.01
C  -0.62  -3.32  -4.99  -0.16
O  0.04  -4.43  -4.44  -0.11
H  -1.66  -3.63  -5.00  0.07
H  -0.53  -2.41  -4.39  0.05
H  -0.35  -3.13  -6.04  0.09
H  -0.39  -4.58  -3.59  0.07
C  1.96  -3.68  -1.97  -0.14
O  3.16  -3.52  -1.19  -0.11
H  1.32  -4.47  -1.58  0.08
H  1.37  -2.78  -1.83  0.07
H  2.17  -3.81  -3.04  0.08
H  3.66  -4.34  -1.24  0.10
C  2.96  -0.75  0.75  -0.12
O  2.24  -1.03  -0.42  -0.14
H  3.02  -1.55  1.49  0.09
H  3.95  -0.53  0.33  0.09
H  2.52  0.10  1.28  0.06
H  2.47  -1.90  -0.78  0.01
C  -3.78  -1.84  -3.90  -0.11
O  -3.46  -1.63  -2.52  -0.14
H  -4.50  -1.09  -4.23  0.09
H  -2.90  -1.74  -4.54  0.06
H  -4.12  -2.85  -4.08  0.09
H  -4.22  -1.93  -2.01  0.10
C  2.27  4.58  2.19  -0.11
O  2.51  3.26  1.67  -0.14
H  2.75  5.32  1.55  0.08
H  1.20  4.78  2.25  0.08
H  2.69  4.75  3.18  0.08
H  3.45  3.14  1.49  0.10
C  -0.25  -3.21  0.92  -0.11
O  -0.71  -1.87  0.78  -0.12
H  -0.91  -3.86  1.49  0.09
H  -0.16  -3.56  -0.11  0.06
H  0.76  -3.19  1.32  0.08
H  -0.99  -1.62  1.66  0.03
C  -1.13  0.52  -3.74  -0.13
O  -0.96  -0.51  -2.78  -0.13
H  -1.25  0.11  -4.74  0.08
H  -2.10  0.99  -3.59  0.08
H  -0.26  1.17  -3.71  0.08
H  -1.78  -1.01  -2.72  0.02
C  3.31  1.09  4.16  -0.15
O  2.93  1.19  5.52  -0.12
H  4.03  1.88  3.97  0.08
H  3.70  0.09  4.00  0.09
H  2.42  1.17  3.53  0.05
H  2.71  2.09  5.77  0.07
C  -3.47  0.94  -0.52  -0.13
O  -2.37  1.74  -0.80  -0.12
H  -4.18  1.08  -1.34  0.09
H  -3.18  -0.11  -0.57  0.07
H  -3.86  1.32  0.42  0.07
H  -2.63  2.57  -1.20  0.10
C  2.41  -0.88  -4.30  -0.16
O  3.53  -0.79  -5.18  -0.09
H  1.69  -1.63  -4.60  0.07
H  2.73  -1.08  -3.27  0.07
H  1.84  0.04  -4.21  0.06
H  3.09  -0.52  -5.99  0.08
C  -2.25  -2.41  4.04  -0.07
O  -1.56  -1.30  3.44  -0.16
H  -3.32  -2.26  3.91  0.08
H  -2.02  -3.40  3.63  0.09
H  -1.98  -2.39  5.09  0.09
H  -1.59  -0.50  3.96  0.09
C  2.24  2.20  -1.75  -0.14
O  0.91  2.34  -1.42  -0.12
H  2.51  1.21  -2.12  0.07
H  2.43  2.96  -2.51  0.09
H  2.91  2.41  -0.92  0.07
H  0.77  3.27  -1.21  0.03


no.,strongest force on any atom (eV/Å)
1,6.7
2,2.3